Density functional theory data (ωB97M-V/def2-TZVPD) for a 10-piece molecular cluster, C37H46N4O18 overall.

## Properties
Kohn-Sham gap = 0.3379 Ha
Net charge = 0
LUMO level = -0.16 eV
F_max = 0.211 hartree/bohr

The geometry in XYZ format:
```
105
C37H46N4O18, DFT ωB97M-V/def2-TZVPD
N 1.8013 1.9290 -5.6477
C 3.0692 2.5788 -5.7079
C 3.4102 3.5112 -4.7307
C 2.5783 3.8088 -3.7183
C 1.4241 3.1199 -3.5743
C 1.0645 2.3293 -4.5862
H 3.7649 2.3652 -6.5059
H 4.3939 3.9271 -4.8912
H 2.9438 4.5131 -2.9858
H 0.7009 3.1553 -2.7729
H 0.0691 1.9265 -4.4710
N 1.3545 0.9385 0.1049
C 0.6962 0.4234 -0.9491
C -0.4895 -0.3074 -0.8914
C -1.0679 -0.4801 0.3521
C -0.4151 -0.0059 1.4956
C 0.8187 0.7148 1.3249
H 1.2573 0.5375 -1.8648
H -0.9353 -0.6383 -1.8178
H -2.0485 -0.9323 0.3711
H -0.8405 -0.1436 2.4786
H 1.4074 1.2211 2.0756
N -0.4196 -5.4950 3.6738
C -1.0882 -4.3279 3.5491
C -0.9338 -3.4813 2.4320
C -0.2959 -4.0484 1.2716
C 0.1924 -5.3973 1.3095
C 0.0720 -6.0896 2.5506
H -1.6051 -3.9080 4.3993
H -1.2587 -2.4515 2.4143
H -0.1028 -3.4817 0.3727
H 0.5816 -5.8368 0.4030
H 0.3998 -7.0554 2.9059
C 4.1953 -0.6444 -0.1706
C 4.7695 -0.8511 1.2473
O 5.5755 0.3024 1.3327
C 5.1409 1.3027 0.4900
O 5.5135 2.4603 0.5046
O 4.2621 0.7714 -0.3693
H 3.2180 -1.0913 -0.3533
H 4.8159 -1.0375 -0.9759
H 5.2646 -1.8182 1.3354
H 3.8665 -0.8794 1.8571
C -5.5467 3.5457 -2.0762
C -5.6326 3.4574 -0.6155
O -5.0891 2.1119 -0.4642
C -4.3693 1.7420 -1.5497
O -3.5857 0.7580 -1.5364
O -4.4421 2.8421 -2.4707
H -5.4895 4.5876 -2.3912
H -6.4656 3.1329 -2.4924
H -6.6316 3.6130 -0.2081
H -4.9723 4.0619 0.0063
C -3.8951 0.6907 2.6884
C -4.4241 0.9482 4.0454
O -4.3430 2.2952 4.3038
C -3.4927 2.9085 3.4498
O -3.2494 4.0942 3.4993
O -3.3011 1.9780 2.4659
H -4.7312 0.4347 2.0376
H -3.2906 -0.2154 2.6472
H -3.7462 0.3761 4.6789
H -5.4153 0.5181 4.1891
C 2.9435 3.9026 0.0818
C 3.7576 4.7962 0.9907
O 3.4356 6.0802 0.6774
C 2.4596 6.0901 -0.1722
O 1.9336 7.1089 -0.5801
O 2.0426 4.8472 -0.4106
H 2.3976 3.1917 0.7020
H 3.5015 3.2262 -0.5656
H 4.8322 4.6925 0.8402
H 3.5823 4.6896 2.0613
C 1.7462 2.7927 6.2910
C 1.0011 2.0335 5.1751
O 2.0975 1.6944 4.2885
C 3.1609 2.4953 4.6394
O 4.1639 2.5821 3.9076
O 2.9630 3.1016 5.6538
H 1.7616 2.2187 7.2174
H 1.1197 3.6825 6.3540
H 0.2140 2.5263 4.6045
H 0.5661 1.1597 5.6603
C 1.8255 -5.1524 -4.1375
C 0.3921 -4.7357 -4.1069
O 0.5065 -3.5007 -3.4585
C 1.7240 -3.1541 -3.0446
O 2.0050 -2.1410 -2.4484
O 2.4834 -4.1859 -3.2699
H 2.3265 -4.9781 -5.0897
H 1.8409 -6.1410 -3.6785
H -0.2520 -5.4360 -3.5751
H 0.0914 -4.5173 -5.1315
C -3.4136 -4.3262 -0.5189
C -2.4915 -4.0029 -1.6707
C -3.1800 -4.4302 -2.9660
C -3.3405 -5.8631 -3.3037
N -3.5031 -6.9584 -3.6157
H -3.7492 -5.3604 -0.4426
H -4.2443 -3.6213 -0.5531
H -3.0034 -4.1649 0.4780
H -1.5744 -4.5886 -1.7340
H -2.2172 -2.9521 -1.7631
H -2.7118 -3.9596 -3.8305
H -4.2019 -4.0566 -3.0305
```

Results of the Mulliken charge analysis, in e, for atoms 1 through 99: -0.65 -0.31 -0.38 -0.26 -0.08 -0.36 0.37 0.37 0.39 0.50 0.43 0.40 -1.67 -0.36 0.13 -0.43 -1.22 0.95 0.70 0.53 0.56 0.47 -0.56 -0.39 0.00 -0.19 -0.60 -0.28 0.38 0.15 0.66 0.39 0.40 -0.14 -0.20 -0.37 0.70 -0.59 -0.22 -0.02 0.32 0.35 0.18 -0.41 -0.32 -0.24 0.59 -0.56 -0.27 0.35 0.28 0.30 0.27 0.40 -0.51 -0.37 0.62 -0.56 -0.27 0.14 -0.07 0.28 0.35 0.82 -0.06 -0.35 0.58 -0.64 -0.36 -0.52 0.19 0.27 0.03 -0.36 -0.34 -0.21 0.60 -0.61 -0.26 0.31 0.32 0.25 0.28 -0.35 -0.21 -0.28 0.66 -0.47 -0.40 0.31 0.30 0.19 0.24 -1.21 0.91 -0.71 0.10 -0.48 0.40